# 1
Density functional theory data (ωB97M-V/def2-TZVPD) for a structure of composition C21H31N2O2PPdS in a non-equilibrium geometry.

XYZ file:
```
59
Properties=species:S:1:pos:R:3:forces:R:3:mulliken_charge:R:1
Pd -0.3043 0.3318 -0.4388 -0.4 0.9 -0.1 0.11
C -4.8548 -0.2064 3.0049 0.0 0.0 0.0 -1.29
C -3.5750 -0.7890 2.5045 0.0 -0.1 0.1 0.77
C -2.7057 -1.7037 3.0493 0.1 0.0 0.1 -1.28
C -1.6335 -1.8124 2.1226 -0.1 0.0 0.1 0.43
N -1.8612 -1.0370 1.0791 0.1 -0.2 0.0 0.33
N -3.0413 -0.4400 1.3171 0.0 0.2 -0.2 0.03
C -0.3522 -2.5683 2.2477 0.0 0.1 -0.1 -0.66
H -5.2595 -0.8243 3.8052 0.0 0.0 0.0 0.34
H -5.6002 -0.1474 2.2089 0.0 0.0 0.0 0.32
H -4.7063 0.8020 3.3983 0.0 0.0 0.0 0.25
H -2.8117 -2.2155 3.9939 0.0 0.0 0.0 0.35
H -3.2820 0.3484 0.7335 0.0 0.0 0.0 0.06
H -0.4045 -3.2943 3.0612 0.0 0.0 0.0 0.38
H 0.4587 -1.8609 2.4580 0.0 0.0 0.0 -0.12
H -0.1083 -3.0662 1.3088 0.0 0.0 0.0 0.26
C 0.4791 1.5445 1.1898 0.2 -0.3 0.0 -1.27
H -0.2965 1.4620 1.9633 0.0 0.0 0.1 0.31
H 0.5500 2.6066 0.9273 0.1 0.0 -0.1 0.45
O 0.0734 -2.4934 -1.0566 0.0 0.1 0.1 -0.64
H 0.9876 -2.4081 -1.3603 0.0 0.0 0.1 0.43
H -0.1372 -1.5584 -0.7571 0.0 -1.1 -0.4 0.15
C -3.6771 2.5248 -1.9050 0.2 0.0 0.1 -1.13
S -2.1067 2.1941 -0.9045 -0.7 0.6 -0.5 0.31
O -1.5069 3.5634 -0.9107 0.0 -0.1 0.0 -0.70
C -1.2958 1.2185 -2.1475 0.3 -0.1 0.5 0.02
C -1.7207 -0.1166 -2.3550 0.3 -0.1 0.4 -0.05
C -1.2084 -0.8350 -3.4545 0.0 0.1 0.0 -0.47
C -0.3231 -0.2506 -4.3252 0.0 0.0 0.0 -0.53
C 0.0789 1.0915 -4.1236 0.0 0.1 0.0 -0.54
C -0.3973 1.8173 -3.0623 0.0 0.1 -0.2 -0.50
H -3.3840 2.7837 -2.9250 -0.1 0.0 0.1 0.33
H -4.1737 3.3630 -1.4107 0.0 -0.1 0.0 0.33
H -4.3089 1.6309 -1.8953 0.0 0.1 -0.1 0.28
H -2.5088 -0.5341 -1.7414 -0.1 -0.1 -0.1 0.38
H -1.5086 -1.8654 -3.5979 0.0 0.0 0.1 0.29
H 0.0797 -0.8216 -5.1531 0.0 0.0 0.0 0.33
H 0.7841 1.5491 -4.8083 0.0 0.0 0.0 0.37
H -0.1080 2.8471 -2.8922 0.0 0.0 0.1 0.40
C 4.0262 -0.0768 2.9333 0.6 -0.2 0.1 -1.85
P 2.0705 0.7640 1.9564 -0.6 0.2 -0.2 0.21
C 3.1256 2.2929 1.6911 0.0 -0.1 0.0 -1.37
C 2.5709 -0.1996 0.4372 0.2 0.2 0.0 0.71
C 3.0843 -1.4960 0.4967 -0.1 -0.1 0.0 -0.14
C 3.4680 -2.1857 -0.6497 -0.1 0.0 0.0 -0.65
C 3.3726 -1.5803 -1.9011 -0.1 0.0 0.0 -0.67
C 2.8821 -0.2815 -1.9837 0.0 0.0 0.0 -0.20
C 2.4679 0.3889 -0.8347 0.4 -0.1 0.0 -0.42
H 3.7741 -1.0453 3.3967 0.0 0.0 -0.1 0.44
H 4.2123 0.6369 3.7559 -0.1 0.0 -0.1 0.53
H 4.9696 -0.1979 2.3551 -0.1 0.0 0.1 0.29
H 4.1564 2.0122 1.4666 0.0 0.0 0.0 0.34
H 3.1206 2.8887 2.6088 0.0 0.0 0.0 0.36
H 2.7214 2.9083 0.8835 0.0 0.0 0.0 0.47
H 3.1831 -1.9717 1.4645 0.0 0.0 0.0 0.16
H 3.8452 -3.1996 -0.5660 0.0 0.0 0.0 0.27
H 3.6753 -2.1116 -2.7977 0.0 0.0 0.0 0.30
H 2.8180 0.2137 -2.9466 -0.1 0.0 0.0 0.30
H 2.1263 1.4103 -0.9147 -0.1 0.0 0.0 0.13
```
Positions in Å, forces in eV/Å.

For the molar mass, the calculation gives 513.0 g/mol. As for the LUMO energy: 4.42 eV. For the max |F|, the calculation gives 0.0221 hartree/bohr. For the orbital gap, the calculation gives 2.88 eV. As for the charge: -2.

---

# 2
Density functional theory data (ωB97M-V/def2-TZVPD) for the molecule C21H31N3O.

XYZ file:
```
56
Properties=species:S:1:pos:R:3:forces:R:3:mulliken_charge:R:1
C -5.3893 -2.0754 0.0611 0.1 0.1 0.0 -1.43
C -4.4203 -0.9465 0.0354 0.1 -0.1 -0.3 0.50
N -4.5145 0.0522 0.9810 -0.3 -0.1 0.2 0.01
C -3.5323 0.9732 0.7720 0.5 0.2 -0.3 -0.72
C -3.2324 2.1519 1.4424 0.0 0.0 0.0 -1.23
C -2.1616 2.8879 0.9881 0.0 0.0 0.0 -0.93
C -1.3869 2.4652 -0.1030 -0.2 0.0 0.1 0.29
C -0.2271 3.3163 -0.4956 0.1 -0.2 -0.3 0.07
O -0.2171 4.5277 -0.3632 0.0 0.3 0.2 -0.71
N 0.8067 2.6156 -1.0303 -0.1 -0.1 -0.2 -0.12
C 2.1018 3.2188 -1.2301 0.2 0.2 0.1 -0.99
C 3.0491 2.9184 -0.0642 -0.1 -0.2 -0.2 -0.64
C 3.3325 1.4212 0.1005 0.1 0.3 0.1 -0.85
N 2.1346 0.6319 0.3618 0.2 -0.2 -0.1 0.93
C 1.6269 0.8593 1.7015 0.0 0.0 -0.1 -1.36
C 2.2694 -0.7740 -0.0132 -0.2 -0.2 0.2 -0.34
C 0.8994 -1.4405 -0.1760 0.3 0.0 -0.3 -0.04
C 1.0678 -2.8395 -0.7627 -0.2 -0.1 0.3 -0.80
C 1.9524 -3.6941 0.1402 0.1 0.0 -0.3 -0.82
C 3.3096 -3.0283 0.3453 -0.1 -0.1 0.3 -0.73
C 3.1388 -1.6264 0.9232 0.1 0.1 -0.4 -0.81
C -1.6974 1.2990 -0.7813 -0.1 0.1 0.1 -0.15
C -2.7797 0.5397 -0.3470 -0.3 0.1 0.4 1.39
C -3.3691 -0.6842 -0.7984 -0.3 -0.2 0.0 0.49
C -2.8839 -1.4872 -1.9576 0.0 0.1 0.2 -1.36
H -5.2662 -2.7027 -0.8164 0.0 -0.1 0.0 0.34
H -5.2381 -2.6924 0.9480 0.0 -0.1 0.0 0.30
H -6.4129 -1.7008 0.0801 -0.1 0.0 0.0 0.35
H -5.2186 0.0972 1.6977 0.1 0.0 -0.1 0.20
H -3.8217 2.4801 2.2861 0.0 0.1 0.1 0.39
H -1.8918 3.8171 1.4666 0.0 0.1 0.0 0.48
H 0.8630 1.6238 -0.8210 -0.1 0.1 0.1 0.26
H 1.9510 4.2973 -1.3198 0.1 -0.1 -0.1 0.48
H 2.5263 2.8356 -2.1641 0.0 0.1 0.0 0.35
H 2.6218 3.3285 0.8509 0.0 0.1 0.0 0.27
H 4.0003 3.4237 -0.2418 0.0 0.0 0.1 0.44
H 3.7793 1.0559 -0.8285 0.0 0.0 0.0 0.40
H 4.0789 1.2965 0.9044 0.0 -0.1 -0.1 0.30
H 1.2952 1.8930 1.7874 0.0 0.0 0.1 0.38
H 2.3803 0.6728 2.4801 0.0 0.0 0.0 0.34
H 0.7639 0.2246 1.8823 -0.1 0.0 0.1 0.26
H 2.7445 -0.7722 -1.0032 0.0 0.0 0.0 0.42
H 0.2708 -0.8288 -0.8245 0.0 0.1 0.0 -0.18
H 0.3981 -1.5238 0.7894 -0.1 0.0 0.1 0.26
H 0.0898 -3.3127 -0.8755 0.0 0.0 -0.1 0.34
H 1.5211 -2.7686 -1.7544 0.0 0.0 -0.1 0.34
H 2.0871 -4.6846 -0.2993 0.0 -0.1 0.1 0.39
H 1.4626 -3.8216 1.1085 0.0 -0.1 0.1 0.32
H 3.9227 -3.6331 1.0172 0.1 0.0 -0.1 0.37
H 3.8302 -2.9641 -0.6134 0.1 0.0 0.0 0.34
H 2.6628 -1.6956 1.9031 0.0 0.0 0.1 0.32
H 4.1171 -1.1575 1.0513 0.0 0.0 0.1 0.31
H -1.1345 0.9991 -1.6525 0.1 0.0 -0.1 0.78
H -3.6160 -2.2351 -2.2510 0.0 -0.1 -0.1 0.43
H -1.9527 -1.9972 -1.7084 0.1 -0.1 -0.1 0.05
H -2.6920 -0.8366 -2.8093 0.0 0.0 -0.1 0.33
```
Positions in Å, forces in eV/Å.

For the molar mass, the calculation gives 341.5 g/mol. As for the LUMO energy: 0.73 eV. For the max |F|, the calculation gives 0.0116 hartree/bohr. For the orbital gap, the calculation gives 8.50 eV. Its energy above the lowest of the compared OMol25 structures with the same formula, charge and spin is 0.0 kJ/mol. As for the charge: 0.

---

# 3
Density functional theory data (ωB97M-V/def2-TZVPD) for the molecule C21H31N5O3.

XYZ file:
```
60
Properties=species:S:1:pos:R:3:forces:R:3:mulliken_charge:R:1
C -0.0762 -1.4712 -3.1474 0.2 0.1 0.0 -1.27
C 1.1769 -0.8630 -2.5301 -0.2 -0.1 0.2 -0.38
C 1.0572 -0.6723 -1.0139 0.5 -0.3 -0.4 -0.05
N 0.0496 0.2926 -0.6566 0.0 0.3 0.1 0.66
C 0.1839 1.6521 -0.6040 -0.1 0.1 0.0 0.79
C 1.4694 2.3555 -0.8787 0.2 0.0 0.0 -1.56
N 2.5368 1.8089 -0.0625 0.0 0.2 0.0 0.52
C 2.3512 2.0058 1.3625 0.1 -0.1 0.0 -0.67
C 3.2020 0.9517 2.0912 -0.2 0.0 0.2 -0.91
N 4.3751 0.6581 1.2945 0.0 0.0 0.1 0.13
C 4.7528 -0.5911 0.9358 0.0 0.0 0.3 0.81
O 5.6303 -0.8296 0.1388 0.2 -0.2 -0.4 -0.67
O 4.0735 -1.5438 1.6181 -0.1 0.3 0.0 -0.40
C 4.4292 -2.8911 1.3156 0.2 -0.4 -0.3 -0.36
C 3.7190 -3.3954 0.0672 0.1 0.3 0.3 -0.96
C 4.8927 1.7873 0.5579 0.1 0.0 -0.2 -1.05
C 3.8548 2.2533 -0.4796 0.1 -0.1 -0.1 -0.80
N -0.9136 2.2708 -0.2644 0.2 0.6 0.0 -0.94
C -1.8507 1.2880 -0.0816 0.2 -0.8 -0.1 0.05
C -3.1846 1.3808 0.2890 0.0 -0.2 0.0 -0.91
C -3.9078 0.2043 0.4183 0.3 0.0 -0.1 1.01
N -5.2539 0.3167 0.7954 0.0 0.5 0.0 -0.09
C -6.1878 -0.6523 0.9982 -0.5 0.3 0.3 0.69
O -5.9903 -1.8425 0.8929 0.1 -0.3 -0.1 -0.64
C -7.5501 -0.0758 1.3592 0.0 -0.1 -0.1 -0.76
C -8.2285 0.5125 0.1221 0.0 0.0 0.1 -1.02
C -3.3091 -1.0425 0.1834 -0.1 -0.2 0.0 -0.67
C -1.9853 -1.1446 -0.1865 0.2 0.1 0.0 -1.03
C -1.2570 0.0268 -0.3231 -0.6 0.4 0.2 0.71
H 0.0464 -1.5771 -4.2226 -0.1 0.0 -0.1 0.42
H -0.2715 -2.4559 -2.7286 -0.1 -0.1 0.0 0.29
H -0.9431 -0.8407 -2.9630 -0.1 0.0 0.0 0.33
H 2.0337 -1.5116 -2.7219 0.1 0.0 0.0 0.43
H 1.3786 0.1030 -2.9967 0.1 0.0 0.0 0.22
H 2.0127 -0.3275 -0.6106 -0.2 -0.1 0.0 -0.81
H 0.7908 -1.6223 -0.5433 0.0 0.0 0.0 0.42
H 1.3060 3.4317 -0.7065 0.0 -0.1 -0.1 0.33
H 1.7496 2.2174 -1.9282 0.0 0.1 0.0 0.42
H 1.2976 1.8695 1.6092 0.0 0.1 0.1 0.45
H 2.6397 3.0245 1.6709 -0.1 0.0 0.0 0.30
H 3.5070 1.3213 3.0774 -0.1 0.0 0.0 0.37
H 2.6391 0.0285 2.2240 0.0 0.2 0.0 0.44
H 5.5137 -2.9505 1.1795 -0.2 0.0 0.1 0.34
H 4.1323 -3.4642 2.1966 0.1 0.1 -0.1 0.35
H 2.6412 -3.3179 0.1881 -0.1 0.0 0.0 0.13
H 3.9834 -4.4344 -0.1072 0.0 -0.1 -0.1 0.45
H 4.0253 -2.8043 -0.7921 0.0 0.0 -0.1 0.27
H 5.1126 2.5856 1.2725 0.0 0.0 -0.1 0.36
H 5.8176 1.4800 0.0702 -0.1 0.1 0.1 0.42
H 4.0643 1.8019 -1.4533 0.0 0.1 0.0 0.44
H 3.9062 3.3509 -0.5868 0.0 0.0 0.0 0.36
H -3.6333 2.3454 0.4711 -0.1 0.1 0.0 0.35
H -5.5590 1.2714 0.9263 -0.1 -0.2 0.0 0.18
H -7.4397 0.6897 2.1304 0.0 0.0 0.0 0.30
H -8.1589 -0.8877 1.7576 0.1 0.0 0.0 0.32
H -9.2146 0.8926 0.3792 -0.1 0.0 0.0 0.33
H -7.6444 1.3290 -0.2985 0.0 0.1 -0.1 0.31
H -8.3425 -0.2541 -0.6405 0.0 0.0 -0.1 0.31
H -3.9063 -1.9307 0.2981 0.0 0.0 0.0 0.57
H -1.5441 -2.1133 -0.3631 0.0 -0.1 0.0 0.38
```
Positions in Å, forces in eV/Å.

For the molar mass, the calculation gives 401.5 g/mol. As for the LUMO energy: 0.76 eV. For the max |F|, the calculation gives 0.0156 hartree/bohr. For the orbital gap, the calculation gives 8.65 eV. Its energy above the lowest of the compared OMol25 structures with the same formula, charge and spin is 32.7 kJ/mol. As for the charge: 0.

---

Which of these has the lowest molar mass?
C21H31N3O